{"formula": "C24H21ClFN5O2S", "method": "ωB97M-V/def2-TZVPD", "species": ["O", "S", "O", "N", "C", "N", "C", "C", "C", "C", "C", "C", "N", "C", "N", "C", "C", "N", "C", "C", "C", "C", "C", "C", "F", "C", "C", "C", "C", "C", "C", "Cl", "C", "C", "H", "H", "H", "H", "H", "H", "H", "H", "H", "H", "H", "H", "H", "H", "H", "H", "H", "H", "H", "H", "H"], "positions_angstrom": [[-2.589946, -4.423452, -0.994063], [-2.025754, -3.308838, -0.295843], [-2.624218, -2.865148, 0.924303], [-2.010079, -2.025184, -1.430520], [-2.422894, -0.805687, -0.881826], [-3.565610, -0.323742, -1.263962], [-4.060933, 0.755618, -0.607786], [-5.282061, 1.325141, -0.998524], [-5.823225, 2.340876, -0.254054], [-5.169128, 2.814675, 0.891809], [-3.968858, 2.284367, 1.286139], [-3.381589, 1.254190, 0.532151], [-2.151161, 0.795413, 0.853776], [-1.628460, -0.168962, 0.134043], [-0.345386, -0.580317, 0.403187], [0.583952, -0.720917, -0.702109], [1.160778, 0.650103, -1.072919], [1.829330, 1.215114, 0.080941], [2.890650, 2.090358, -0.092309], [2.970505, 3.327474, 0.555023], [4.072014, 4.150529, 0.412503], [5.135547, 3.777508, -0.389147], [5.090703, 2.557250, -1.042120], [3.994684, 1.738543, -0.880786], [4.017201, 0.532385, -1.510657], [0.916594, 1.396376, 1.189504], [0.305679, 0.034694, 1.543614], [-0.294550, -3.639976, -0.014098], [0.477528, -4.114273, -1.056844], [1.819503, -4.377182, -0.844015], [2.360109, -4.165101, 0.418756], [4.029909, -4.482773, 0.687303], [1.575297, -3.704288, 1.468988], [0.234711, -3.441731, 1.245764], [-2.620012, -2.285755, -2.198384], [-5.775335, 0.935555, -1.875183], [-6.766133, 2.780476, -0.543860], [-5.620964, 3.610960, 1.465132], [-3.447120, 2.645171, 2.158956], [0.082114, -1.163876, -1.560892], [1.400162, -1.374082, -0.382846], [1.854979, 0.540211, -1.902560], [0.335014, 1.309196, -1.393847], [2.146801, 3.657830, 1.167283], [4.090933, 5.099519, 0.926896], [5.992116, 4.422044, -0.504716], [5.904574, 2.220270, -1.664801], [1.467867, 1.768947, 2.053374], [0.103607, 2.095334, 0.944353], [-0.432122, 0.156139, 2.335398], [1.098506, -0.645206, 1.867726], [0.020327, -4.279958, -2.018669], [2.444487, -4.743933, -1.642556], [2.012567, -3.558916, 2.444247], [-0.413216, -3.082944, 2.028724]], "atomic_forces_ev_per_a": [[0.165, 0.044, -0.311], [0.221, -0.242, -0.231], [0.220, 0.221, 0.040], [0.080, -0.925, 0.379], [-0.624, 0.790, 0.108], [0.419, -0.446, -0.137], [0.201, 0.283, 0.456], [-0.120, 0.147, 0.101], [-0.080, -0.124, -0.266], [0.167, 0.021, 0.207], [-0.170, 0.094, -0.039], [-0.350, -0.117, -0.481], [0.408, -0.375, -0.166], [-0.413, 0.765, 0.352], [-0.031, -0.280, 0.153], [0.253, 0.367, -0.523], [-0.090, -0.330, -0.192], [0.048, -0.300, 0.090], [0.262, 0.158, -0.066], [-0.090, -0.132, -0.112], [0.136, 0.110, 0.005], [-0.039, 0.033, 0.044], [-0.127, -0.108, -0.016], [0.079, 0.041, -0.105], [-0.080, 0.154, 0.190], [-0.053, -0.191, 0.161], [-0.051, 0.274, 0.260], [-0.528, 0.055, -0.020], [0.005, -0.037, 0.007], [0.018, 0.020, 0.084], [-0.363, 0.084, -0.069], [0.238, -0.045, 0.038], [0.043, -0.056, -0.098], [-0.058, -0.017, 0.033], [-0.088, -0.128, -0.030], [-0.061, -0.058, -0.083], [-0.067, 0.016, -0.042], [-0.014, 0.054, 0.057], [0.065, 0.036, 0.080], [0.123, 0.017, 0.072], [-0.020, -0.015, -0.041], [-0.038, 0.041, 0.049], [0.049, -0.022, -0.039], [-0.108, -0.007, 0.056], [-0.002, 0.079, 0.048], [0.086, 0.061, -0.013], [0.064, -0.071, -0.069], [-0.047, 0.012, -0.010], [0.093, 0.035, 0.072], [0.127, -0.040, 0.029], [0.012, 0.046, 0.016], [0.030, -0.046, -0.193], [0.057, -0.030, -0.059], [0.042, 0.011, 0.075], [-0.001, 0.071, 0.152]], "energy_ha": -2309.6858, "smiles": "O=S(=O)(Nc1nc2ccccc2nc1N1CCN(c2ccccc2F)CC1)c1ccc(Cl)cc1", "e_homo_ev": -7.9, "gap_ev": 7.86}



{"formula": "C24H21ClFeN2S", "method": "ωB97M-V/def2-TZVPD", "species": ["Fe", "N", "C", "C", "C", "C", "C", "C", "C", "C", "C", "C", "C", "C", "H", "H", "H", "H", "H", "H", "H", "H", "H", "H", "Cl", "N", "S", "C", "C", "C", "C", "C", "C", "C", "C", "C", "C", "C", "C", "H", "H", "H", "H", "H", "H", "H", "H", "H", "H", "H"], "positions_angstrom": [[-0.846434, 0.715399, -1.760665], [-4.246023, -0.586341, -0.852792], [-3.307280, -1.394932, -1.497121], [-3.690192, -2.728649, -1.681447], [-2.925127, -3.711606, -2.305934], [-1.664186, -3.293607, -2.784553], [-1.293593, -1.976931, -2.567553], [-2.008250, -0.988174, -1.911527], [0.634459, 0.109787, -2.808181], [1.819410, -0.272755, -3.417010], [2.852390, 0.643462, -3.605918], [2.657886, 1.992051, -3.300699], [1.540647, 2.412106, -2.632627], [0.600189, 1.453538, -2.414300], [-3.988455, 0.363807, -1.086566], [-5.206760, -0.780259, -1.154997], [-4.682605, -2.996814, -1.307664], [-3.316533, -4.742960, -2.389896], [-1.035147, -4.019499, -3.334909], [-0.322188, -1.678157, -3.002769], [1.908205, -1.294990, -3.828103], [3.805622, 0.385843, -4.011890], [3.417689, 2.694388, -3.529667], [1.354531, 3.401204, -2.274997], [-2.703830, 1.837344, -2.372558], [-0.944699, 0.820818, 0.266361], [-0.150706, -0.251318, 1.112037], [1.570787, 0.350086, 1.111499], [2.561519, -0.551685, 1.505783], [3.905533, -0.123402, 1.488220], [4.231063, 1.137236, 0.976475], [3.223243, 2.033650, 0.616859], [1.889353, 1.636584, 0.655526], [-0.752391, 0.254586, 2.758831], [-0.270635, 1.336927, 3.480517], [-0.500332, 1.448019, 4.849468], [-1.131643, 0.414145, 5.518294], [-1.660271, -0.677149, 4.808463], [-1.416291, -0.758709, 3.441970], [-1.705437, 1.160280, 0.865265], [2.271701, -1.548569, 1.846270], [4.711787, -0.815079, 1.801487], [5.253151, 1.437797, 0.871065], [3.482841, 2.996735, 0.225083], [1.113684, 2.363084, 0.420544], [0.224393, 2.177344, 2.985456], [-0.143833, 2.302761, 5.406249], [-1.305825, 0.476305, 6.587839], [-2.209170, -1.468930, 5.335011], [-1.602247, -1.694774, 2.899770]], "atomic_forces_ev_per_a": [[-4.802, -0.729, 2.030], [1.455, -0.669, -2.462], [-0.910, 0.594, 1.183], [-0.901, -2.667, -0.436], [-0.874, 0.734, 0.742], [-0.816, -1.267, -0.201], [1.479, 0.245, -0.945], [1.159, -0.440, -0.347], [1.182, 4.446, 0.955], [0.153, -1.820, -0.809], [-0.975, 0.519, 0.047], [0.380, -0.507, 0.386], [-0.675, 0.550, 0.193], [2.061, -2.192, -1.831], [-0.069, 0.837, 0.473], [0.290, -0.151, 0.696], [0.262, -0.053, -0.115], [0.394, 0.814, -0.040], [-0.258, 0.698, 0.443], [-0.877, -0.556, 0.451], [0.302, 0.489, 0.415], [0.260, -0.506, -0.408], [0.703, 0.523, -0.149], [0.281, 0.704, -0.141], [0.288, 0.456, 0.007], [-0.966, 1.026, -1.291], [1.023, 0.457, 2.083], [0.155, 0.059, -0.200], [0.317, 0.507, 0.107], [-0.092, -0.564, -0.288], [-0.837, -0.264, 0.390], [-0.153, -0.989, -0.191], [-0.102, 0.007, 0.650], [1.142, -1.520, 0.849], [0.027, 1.380, -0.382], [0.119, -0.430, -0.361], [-1.077, -0.495, -0.106], [0.225, 0.342, 0.309], [0.064, -0.952, -0.214], [0.283, 0.196, -0.858], [0.254, 0.241, -0.092], [-0.668, 0.509, -0.224], [0.418, 0.041, 0.097], [0.040, 0.386, -0.018], [0.011, -0.361, -0.146], [0.071, -0.445, 0.028], [0.057, 0.066, -0.134], [0.145, -0.009, -0.096], [0.373, 0.358, -0.318], [-0.322, 0.403, 0.272]], "energy_ha": -3158.3101, "multiplicity": 6, "e_homo_ev": [-11.4, -11.8], "charge": 1, "gap_ev": [8.47, 5.84], "s2": 8.860}



{"formula": "C24H21F2NO5S", "method": "ωB97M-V/def2-TZVPD", "species": ["C", "O", "C", "C", "C", "C", "C", "C", "O", "C", "C", "C", "C", "N", "S", "O", "O", "C", "C", "C", "C", "C", "C", "C", "C", "C", "C", "C", "C", "O", "C", "F", "F", "H", "H", "H", "H", "H", "H", "H", "H", "H", "H", "H", "H", "H", "H", "H", "H", "H", "H", "H", "H", "H"], "positions_angstrom": [[-0.517940, -4.151124, 2.501341], [-0.760296, -3.507647, 3.731069], [-0.353360, -2.223973, 3.879529], [0.282277, -1.466412, 2.911678], [0.665535, -0.140998, 3.153963], [1.317258, 0.585256, 2.080268], [1.714649, 1.864815, 2.099395], [2.433373, 2.511360, 0.989774], [3.207565, 3.429623, 1.190720], [2.197295, 1.978815, -0.375643], [0.944563, 1.536379, -0.797693], [0.762535, 1.050739, -2.076195], [1.840345, 0.971585, -2.956192], [1.658620, 0.468105, -4.232340], [0.481471, -0.671110, -4.636985], [0.220487, -1.536635, -3.525474], [0.954821, -1.237953, -5.863565], [-0.944004, 0.348514, -4.959720], [-0.847794, 1.331153, -5.925037], [-1.946175, 2.129447, -6.186688], [-3.139131, 1.947622, -5.491344], [-4.330402, 2.799883, -5.797369], [-3.212177, 0.945743, -4.528810], [-2.116590, 0.143360, -4.260983], [3.089915, 1.440652, -2.548008], [3.257724, 1.953031, -1.280032], [0.398086, 0.412577, 4.402249], [-0.235463, -0.330113, 5.383836], [-0.611010, -1.634827, 5.133222], [-1.253638, -2.474215, 6.047350], [-1.559415, -2.044578, 7.269961], [-2.389487, -0.967567, 7.273933], [-0.478402, -1.649898, 7.993168], [0.552878, -4.213242, 2.284173], [-0.920830, -5.155961, 2.614914], [-1.029016, -3.647660, 1.674897], [0.490328, -1.891459, 1.942284], [1.495715, 0.003102, 1.184151], [1.620890, 2.475262, 2.986143], [0.099597, 1.599262, -0.128221], [-0.208282, 0.713279, -2.397908], [2.485014, 0.390017, -4.804299], [0.079851, 1.453991, -6.460401], [-1.881762, 2.902082, -6.938377], [-4.026730, 3.805699, -6.076731], [-4.882955, 2.372307, -6.634261], [-5.000920, 2.854516, -4.943808], [-4.133675, 0.792741, -3.986892], [-2.153729, -0.641542, -3.521506], [3.923425, 1.398941, -3.234120], [4.220685, 2.321537, -0.959780], [0.685438, 1.426735, 4.623610], [-0.427037, 0.126575, 6.341228], [-2.056710, -2.860922, 7.816857]], "atomic_forces_ev_per_a": [[0.045, -0.114, -0.212], [-0.030, 0.218, 0.280], [-0.119, 0.047, 0.366], [0.002, 0.043, 0.021], [-0.274, -0.296, 0.571], [0.276, 0.537, -0.277], [-0.113, -0.297, 0.299], [0.102, 0.073, -0.062], [-0.106, -0.125, 0.001], [0.075, 0.029, -0.382], [0.186, 0.107, -0.008], [0.085, 0.015, -0.032], [-0.191, 0.311, 0.849], [-0.415, -0.682, -0.679], [0.481, 0.160, -0.014], [-0.215, 0.362, -0.012], [0.011, 0.275, -0.139], [0.384, -0.376, 0.215], [-0.020, 0.117, -0.158], [0.093, -0.126, 0.061], [0.038, -0.075, 0.090], [-0.028, -0.022, -0.047], [0.074, 0.048, -0.101], [0.018, -0.159, 0.104], [-0.129, -0.087, -0.223], [-0.147, -0.015, 0.168], [0.057, -0.140, -0.277], [-0.034, -0.004, 0.074], [-0.084, -0.307, -0.068], [0.431, 0.134, -1.012], [-0.617, -0.229, 1.402], [-0.164, 0.112, -0.275], [0.325, -0.061, -0.094], [-0.039, 0.019, 0.008], [0.045, 0.066, -0.058], [0.026, -0.004, 0.034], [0.010, -0.085, -0.091], [0.009, 0.010, -0.076], [-0.026, 0.054, 0.103], [-0.054, -0.035, 0.038], [-0.114, 0.043, 0.101], [-0.033, -0.166, -0.181], [0.095, 0.113, -0.113], [0.025, 0.082, -0.072], [-0.034, 0.084, -0.010], [-0.081, 0.026, -0.046], [-0.069, 0.045, 0.030], [-0.084, -0.012, 0.064], [-0.064, -0.062, 0.115], [0.114, -0.013, -0.067], [0.078, 0.041, 0.014], [0.034, 0.126, 0.035], [-0.032, -0.050, 0.040], [0.199, 0.242, -0.298]], "energy_ha": -1956.0104, "smiles": "COc1cc(/C=C/C(=O)c2ccc(NS(=O)(=O)c3ccc(C)cc3)cc2)ccc1OC(F)F", "e_homo_ev": -8.5, "gap_ev": 8.29}



{"formula": "C24H21N7O10PtS2", "method": "ωB97M-V/def2-TZVPD", "species": ["Pt", "N", "C", "C", "C", "C", "C", "C", "S", "O", "O", "N", "C", "N", "C", "C", "C", "N", "H", "H", "H", "H", "H", "H", "H", "H", "H", "O", "N", "O", "C", "C", "C", "C", "O", "C", "C", "N", "O", "O", "N", "O", "O", "H", "H", "C", "C", "C", "C", "C", "C", "C", "S", "C", "O", "H", "H", "H", "H", "H", "H", "H", "H", "H", "H"], "positions_angstrom": [[0.646975, -1.364208, -0.635434], [-4.611824, -5.417951, 3.750092], [-4.185545, -4.766104, 2.618562], [-4.036737, -5.460897, 1.410434], [-3.646737, -4.799168, 0.264845], [-3.406444, -3.433671, 0.314957], [-3.541729, -2.726116, 1.501731], [-3.937141, -3.386758, 2.645474], [-2.776259, -2.598719, -1.098639], [-3.167279, -1.215621, -1.035618], [-3.112010, -3.323805, -2.284207], [-1.147867, -2.616102, -0.844911], [-0.428891, -3.728212, -0.947695], [0.888797, -3.420314, -0.833416], [1.802314, -4.355973, -1.034228], [1.411471, -5.651999, -1.307468], [0.041272, -5.901428, -1.317062], [-0.878340, -4.966830, -1.135129], [-4.576147, -6.420647, 3.764693], [-4.508609, -4.958148, 4.635844], [-4.227642, -6.527138, 1.388807], [-3.521688, -5.320417, -0.673472], [-3.328318, -1.664503, 1.510245], [-4.052089, -2.843563, 3.575763], [2.838937, -4.053213, -0.960715], [2.136518, -6.428307, -1.493005], [-0.335413, -6.905172, -1.483231], [5.476304, 5.179654, -0.800696], [5.627108, 3.973531, -0.694073], [6.696514, 3.423719, -0.503607], [4.443872, 3.141075, -0.784630], [3.246462, 3.694858, -1.239477], [2.108983, 2.945697, -1.325987], [2.108406, 1.532426, -1.105086], [1.096948, 0.807176, -1.329989], [3.348313, 1.047150, -0.557341], [4.485992, 1.827190, -0.400773], [3.436678, -0.287042, -0.094558], [2.798597, -1.194192, -0.693280], [4.167739, -0.553929, 0.822936], [0.947011, 3.691041, -1.822324], [-0.791416, 4.661455, -1.136451], [1.064293, 3.937799, -3.130322], [3.227463, 4.732781, -1.541517], [5.391254, 1.391265, -0.003858], [1.831032, 6.152804, 0.890924], [1.039418, 4.960159, 0.449709], [0.588589, 4.963220, -0.990784], [-0.490050, 3.302480, -1.420763], [-0.594034, 2.446811, -0.207053], [-0.046854, 2.758151, 0.967332], [0.717253, 3.962477, 1.283230], [-1.487449, 0.889462, -0.460894], [-2.982735, 1.561259, 0.324705], [-0.875305, -0.023422, 0.582270], [2.733390, 6.275440, 0.285613], [2.118589, 6.065889, 1.937035], [1.236598, 7.063154, 0.774329], [0.876087, 5.857132, -1.541488], [-1.019709, 2.928300, -2.295075], [-0.173392, 2.037930, 1.770239], [1.066811, 4.033854, 2.307307], [-2.757160, 1.732513, 1.374892], [-3.778129, 0.837169, 0.189523], [-3.223048, 2.498549, -0.177236]], "atomic_forces_ev_per_a": [[0.033, -3.642, -0.621], [-0.106, -0.015, 0.003], [0.036, 0.077, -0.169], [-0.034, -0.006, 0.146], [-0.084, 0.022, -0.044], [0.230, 0.113, -0.234], [0.004, -0.006, 0.004], [-0.001, -0.017, 0.046], [-0.503, 0.322, -0.051], [0.153, -0.021, 0.253], [0.184, -0.260, 0.108], [0.658, 1.398, 0.135], [0.254, -0.807, -0.128], [-0.404, 1.490, -0.073], [0.348, 0.046, 0.058], [-0.032, 0.067, 0.063], [0.038, 0.059, 0.014], [-0.030, 0.021, -0.061], [0.029, -0.013, 0.043], [0.039, -0.025, 0.029], [-0.022, 0.002, -0.041], [0.000, -0.026, 0.031], [0.003, -0.021, 0.064], [-0.009, 0.010, -0.006], [-0.013, 0.033, -0.033], [0.004, -0.002, 0.048], [0.029, -0.005, 0.004], [0.008, -0.193, -0.029], [0.265, 0.179, 0.096], [-0.144, 0.047, 0.004], [-0.304, -0.317, -0.026], [-0.170, 0.055, 0.023], [0.298, 0.225, -0.169], [-0.305, -0.404, -0.063], [0.006, 0.479, -0.153], [-0.291, 0.389, -0.116], [0.273, 0.090, 0.125], [0.321, 0.162, 0.319], [-0.754, -0.111, 0.122], [0.150, -0.123, -0.119], [0.077, -0.085, 0.240], [0.033, -0.031, -0.068], [-0.130, 0.086, 0.044], [-0.011, 0.027, 0.007], [0.014, 0.029, -0.014], [-0.072, -0.024, -0.016], [-0.045, -0.148, 0.139], [-0.008, 0.018, -0.034], [-0.018, -0.062, -0.153], [0.095, -0.077, -0.099], [-0.307, -0.236, -0.087], [0.087, 0.276, -0.037], [0.018, 1.316, 0.986], [0.080, -0.408, -0.359], [-0.138, 0.192, -0.032], [0.014, 0.004, 0.019], [0.039, 0.000, -0.014], [0.034, 0.013, -0.026], [0.044, -0.074, -0.091], [0.095, -0.014, -0.045], [0.052, -0.024, -0.005], [-0.014, 0.012, -0.003], [0.055, 0.015, -0.003], [-0.100, -0.070, 0.023], [-0.049, -0.012, 0.025]], "energy_ha": -2978.1361, "e_homo_ev": -8.4, "gap_ev": 6.40}



Across the entries above, max |F| takes the values 1.01, 5.26, 1.55, 3.69 eV/A, respectively.